Here is C23H26CrGeN4O2Se as an isolated structure in a non-equilibrium geometry from the OMol25 dataset. Energies are from ωB97M-V/def2-TZVPD.

The total energy comes out at -6784.1893 Ha. The net charge is +1. The multiplicity is 2. The expectation value of S² is 0.81. Its orbital gap (alpha / beta) is 6.226 / 6.752 eV.

Geometry (Å):
1 Cr 0.03640 0.05370 0.09410
2 O -3.80730 1.17340 -0.27070
3 C -2.59440 1.06950 -0.22490
4 N -1.82840 -0.05090 -0.21140
5 C -2.34020 -1.33730 -0.19620
6 C -3.68320 -1.70100 -0.16210
7 C -4.02510 -3.03650 -0.03840
8 C -3.04490 -4.01860 0.00650
9 C -1.70490 -3.68300 -0.05420
10 C -1.33710 -2.34290 -0.12820
11 N -0.05520 -1.83010 -0.08710
12 C 1.06320 -2.59540 -0.02370
13 O 1.16240 -3.80740 -0.00990
14 C 2.27000 -1.70960 0.02940
15 C 3.54200 -2.25930 0.00480
16 C 4.64160 -1.41710 0.00110
17 C 4.40730 -0.04800 -0.00150
18 C 3.10440 0.41550 0.04020
19 N 2.03330 -0.38230 0.07180
20 C -1.70950 2.27330 -0.12250
21 C -2.25830 3.54540 -0.11400
22 C -1.41690 4.64220 -0.02500
23 C -0.04730 4.40610 -0.00660
24 C 0.41590 3.10320 -0.01510
25 N -0.38350 2.03050 -0.03310
26 H -4.43950 -0.93430 -0.21520
27 H -5.06560 -3.31100 0.01940
28 H -3.32540 -5.05540 0.08250
29 H -0.93990 -4.43950 -0.02120
30 H 3.62900 -3.33470 -0.01870
31 H 5.64700 -1.81000 -0.01390
32 H 5.22090 0.66030 -0.03980
33 H 2.90140 1.47840 0.03910
34 H -3.33360 3.63190 -0.16440
35 H -1.81020 5.64520 0.02930
36 H 0.66150 5.22020 0.02010
37 H 1.47900 2.90150 -0.00460
38 C 0.97570 1.03820 7.27170
39 Ge 0.54400 -0.12360 5.72250
40 C -1.22030 -0.99990 5.91430
41 C 1.93360 -1.46860 5.33060
42 C 0.48600 1.00580 4.00900
43 Se -0.23120 -0.15270 2.58990
44 C -2.06040 0.44610 2.86620
45 H 1.03620 0.42240 8.16580
46 H 0.20330 1.78620 7.42590
47 H 1.93170 1.53520 7.13470
48 H -1.20060 -1.67770 6.76280
49 H -1.44330 -1.58380 5.02310
50 H -2.01530 -0.28010 6.08950
51 H 2.02530 -2.17120 6.15350
52 H 2.90110 -0.99940 5.17670
53 H 1.66260 -2.02230 4.43380
54 H 1.49150 1.32240 3.73450
55 H -0.15130 1.88650 4.08530
56 H -2.26470 0.37450 3.93250
57 H -2.73880 -0.19770 2.31090
58 H -2.16960 1.47960 2.53630